{"formula": "C72H167N5O14", "method": "ωB97M-V/def2-TZVPD", "symbols": ["O", "O", "O", "O", "O", "O", "O", "O", "O", "O", "O", "O", "O", "O", "N", "N", "N", "N", "N", "C", "C", "C", "C", "C", "C", "C", "C", "C", "C", "C", "C", "C", "C", "C", "C", "C", "C", "C", "C", "C", "C", "C", "C", "C", "C", "C", "C", "C", "C", "C", "C", "C", "C", "C", "C", "C", "C", "C", "C", "C", "C", "C", "C", "C", "C", "C", "C", "C", "C", "C", "C", "C", "C", "C", "C", "C", "C", "C", "C", "C", "C", "C", "C", "C", "C", "C", "C", "C", "C", "C", "C", "H", "H", "H", "H", "H", "H", "H", "H", "H", "H", "H", "H", "H", "H", "H", "H", "H", "H", "H", "H", "H", "H", "H", "H", "H", "H", "H", "H", "H", "H", "H", "H", "H", "H", "H", "H", "H", "H", "H", "H", "H", "H", "H", "H", "H", "H", "H", "H", "H", "H", "H", "H", "H", "H", "H", "H", "H", "H", "H", "H", "H", "H", "H", "H", "H", "H", "H", "H", "H", "H", "H", "H", "H", "H", "H", "H", "H", "H", "H", "H", "H", "H", "H", "H", "H", "H", "H", "H", "H", "H", "H", "H", "H", "H", "H", "H", "H", "H", "H", "H", "H", "H", "H", "H", "H", "H", "H", "H", "H", "H", "H", "H", "H", "H", "H", "H", "H", "H", "H", "H", "H", "H", "H", "H", "H", "H", "H", "H", "H", "H", "H", "H", "H", "H", "H", "H", "H", "H", "H", "H", "H", "H", "H", "H", "H", "H", "H", "H", "H", "H", "H", "H", "H", "H", "H", "H", "H", "H", "H", "H", "H", "H", "H", "H", "H", "H", "H"], "positions_angstrom": [[-22.914, -5.781, -6.925], [-23.479, 0.183, -0.472], [-23.600, -13.041, -3.200], [-25.350, -7.033, 0.162], [-31.543, -1.698, -6.412], [-23.310, -14.154, 2.414], [-32.779, -12.130, 0.045], [-25.789, -3.557, 3.677], [-23.173, -8.320, 1.840], [-31.914, -3.993, 1.105], [-32.957, -6.425, -0.925], [-23.223, -2.848, -6.026], [-29.618, -11.202, -5.633], [-26.563, -6.192, 2.767], [-24.468, -13.641, 2.895], [-25.820, -7.478, -1.058], [-31.107, -2.494, -5.275], [-22.677, -7.443, 0.937], [-32.554, -10.921, 0.750], [-31.033, -9.416, 1.951], [-26.892, -5.189, -1.409], [-21.383, -5.401, 0.453], [-30.260, -4.091, -7.023], [-28.738, -1.559, -5.740], [-32.082, -9.084, 2.993], [-24.813, -11.166, -3.683], [-30.295, -11.425, -4.408], [-26.736, -12.806, 2.495], [-34.966, -10.686, 0.926], [-23.940, -7.871, -6.122], [-33.483, -9.301, 2.407], [-26.256, -13.756, 4.644], [-23.929, -14.287, 5.211], [-24.949, -14.414, 4.164], [-32.533, -4.280, -6.099], [-25.463, -13.392, 1.806], [-22.050, -6.218, 1.536], [-27.995, -2.786, 4.017], [-23.513, -1.144, 1.649], [-24.680, -1.224, -5.085], [-23.119, -5.363, 2.136], [-30.242, -11.045, 0.118], [-20.311, -6.181, -0.244], [-32.956, -7.677, -1.557], [-24.426, -2.756, -5.318], [-27.283, -13.706, 3.565], [-31.178, -10.810, 1.295], [-28.077, -7.696, 0.168], [-25.805, -14.689, 0.895], [-29.871, -3.650, -0.190], [-31.113, -3.850, -5.796], [-21.757, -8.249, 0.012], [-23.297, -2.326, -0.609], [-24.599, -5.838, -2.276], [-24.554, -12.568, -4.119], [-26.764, -2.663, 3.185], [-26.968, -8.345, -0.733], [-27.027, -2.950, 1.728], [-30.912, -1.917, 1.213], [-33.900, -11.915, 2.725], [-27.013, -8.469, 3.677], [-26.007, -7.336, 3.527], [-21.760, -6.901, -5.142], [-25.277, -15.886, 3.865], [-31.598, -12.186, -4.620], [-30.552, -4.739, -4.644], [-26.034, -6.299, -1.964], [-29.866, -1.871, -4.753], [-34.239, -7.889, -2.340], [-20.700, -9.106, 0.797], [-21.080, -7.283, -0.978], [-23.098, -6.619, -5.790], [-27.559, -8.855, -2.035], [-23.902, -1.044, 0.170], [-25.518, -6.794, 4.864], [-27.895, -7.720, -3.032], [-26.581, -6.921, -3.285], [-24.000, -12.787, -5.498], [-29.174, -4.201, -4.209], [-33.679, -10.683, 1.754], [-31.182, -3.078, 0.332], [-21.079, -6.479, 2.682], [-24.920, -12.372, 0.875], [-25.552, -3.522, -5.986], [-31.651, -7.818, -2.386], [-26.371, -9.558, -0.023], [-30.770, -11.988, 2.259], [-29.353, -2.778, -3.615], [-22.564, -9.227, -0.776], [-29.327, -12.105, -3.511], [-30.246, -0.502, -4.134], [-27.679, -7.065, 0.962], [-22.595, 0.085, -0.854], [-20.020, -8.612, 1.491], [-23.329, -15.087, 2.108], [-32.417, -1.351, -6.165], [-21.861, -6.822, -1.598], [-25.222, -4.388, -6.518], [-24.570, -5.175, -3.104], [-26.588, -14.161, 5.623], [-27.863, -2.359, 1.350], [-31.862, -9.722, 3.861], [-28.720, -2.095, 3.670], [-24.995, -0.712, -5.985], [-23.604, -0.153, 2.086], [-25.215, -16.467, 4.782], [-20.015, -6.636, 2.414], [-23.626, -13.219, 5.418], [-28.388, -9.519, -1.823], [-23.404, -8.544, -6.802], [-19.524, -6.586, 0.383], [-27.509, -12.587, 1.759], [-25.568, -9.974, -0.630], [-25.953, -12.723, 4.914], [-30.891, -7.340, -1.700], [-22.241, -2.506, -0.682], [-34.326, -8.941, -2.643], [-31.454, -8.876, -2.578], [-32.729, -11.860, -0.841], [-29.734, -12.266, 2.112], [-26.364, -14.268, 0.009], [-29.669, -12.094, -2.487], [-27.423, -8.758, 2.726], [-25.037, -11.102, -2.655], [-26.327, -1.665, 3.334], [-32.003, -11.980, -5.660], [-30.951, -11.698, 3.307], [-27.369, -3.988, 1.596], [-31.976, -8.010, 3.187], [-30.575, -1.174, 0.539], [-34.897, -11.620, 0.388], [-30.316, -10.946, -6.273], [-32.827, -3.895, -7.090], [-27.490, -14.739, 3.219], [-29.227, -11.098, 0.449], [-26.112, -2.851, 1.189], [-30.514, -5.084, -7.367], [-31.753, -7.293, -3.345], [-28.399, -2.438, -3.194], [-30.558, -5.798, -5.015], [-30.045, -4.485, -0.902], [-28.386, -3.823, 3.920], [-27.098, -10.387, 0.081], [-23.042, -10.055, -0.226], [-20.373, -7.852, -1.620], [-24.181, -1.856, 2.140], [-28.525, -4.256, -5.096], [-21.762, -7.209, -4.103], [-28.660, -7.049, -2.665], [-27.986, -0.938, -5.152], [-22.990, -14.800, 4.931], [-32.583, -5.398, -6.000], [-23.690, -2.268, -1.676], [-27.049, -4.406, -2.107], [-26.362, -15.440, 1.389], [-25.542, -13.074, -4.039], [-31.409, -12.863, 2.060], [-28.782, -7.110, -0.439], [-24.056, -13.857, -5.770], [-20.157, -9.595, -0.028], [-22.785, -4.390, 2.437], [-29.303, -4.139, 0.645], [-31.348, -13.230, -4.685], [-21.060, -5.632, 3.412], [-32.923, -8.432, -0.714], [-24.230, -8.474, -5.250], [-29.182, -3.971, -6.798], [-28.349, -11.626, -3.633], [-24.988, -1.030, 0.102], [-26.241, -16.080, 3.387], [-24.499, -12.276, -6.297], [-23.141, -3.735, -6.375], [-24.318, -3.168, -4.285], [-29.207, -2.970, -0.664], [-21.157, -9.985, 1.310], [-30.632, -11.963, -0.358], [-24.865, -5.927, 4.751], [-30.461, -3.353, -7.776], [-22.496, -6.287, -7.621], [-24.759, -11.459, 1.392], [-23.755, -0.785, -4.693], [-33.208, -3.776, -5.414], [-24.385, -7.218, 0.310], [-30.178, -2.149, 1.990], [-29.044, -0.967, -6.596], [-22.212, -5.023, -0.149], [-29.216, -13.223, -3.685], [-24.859, -7.625, -6.623], [-24.873, -15.108, 0.526], [-28.668, -8.536, 0.563], [-19.893, -5.532, -1.023], [-24.120, -12.731, 0.292], [-31.786, -2.719, -0.526], [-26.561, -9.350, 4.174], [-23.647, -5.790, 3.015], [-25.876, -4.400, 3.209], [-28.195, -13.266, 4.000], [-26.691, -6.190, -4.119], [-23.597, -13.986, -3.029], [-25.902, -7.697, -3.648], [-24.329, -14.637, 6.147], [-28.209, -2.472, -6.054], [-23.301, -8.729, -1.364], [-34.270, -7.294, -3.269], [-29.426, -0.109, -3.593], [-21.254, -7.350, 3.314], [-25.712, -12.103, 0.135], [-24.946, -7.638, 5.279], [-35.017, -9.851, 0.181], [-34.293, -9.124, 3.122], [-25.374, -1.099, -4.247], [-21.943, -9.721, -1.541], [-28.738, -4.867, -3.444], [-25.174, -7.670, 2.903], [-22.484, -8.761, 2.391], [-26.399, -4.663, -0.585], [-22.429, -1.377, 1.637], [-24.128, -6.817, -2.477], [-22.943, -12.436, -5.466], [-25.956, -9.371, 1.003], [-26.346, -3.790, -5.327], [-26.017, -2.910, -6.739], [-26.411, -6.532, 5.416], [-28.210, -8.260, -3.914], [-30.011, -9.324, 2.280], [-25.705, -10.776, -4.229], [-27.886, -8.198, 4.333], [-31.076, -0.683, -3.486], [-23.629, -3.162, 0.008], [-33.142, -11.954, 3.497], [-23.627, -5.977, -5.055], [-21.304, -7.783, -5.697], [-35.124, -7.598, -1.755], [-32.064, -4.794, 0.646], [-23.954, -5.225, 1.378], [-33.342, -5.732, -1.533], [-32.451, -12.003, -3.963], [-20.971, -4.573, 1.025], [-21.068, -6.086, -5.251], [-30.613, -10.498, -3.928], [-33.610, -8.573, 1.626], [-35.830, -10.655, 1.519], [-30.094, -2.745, -2.790], [-23.935, -10.485, -3.885], [-31.019, -8.686, 1.102], [-31.284, -4.667, -3.831], [-24.178, -5.439, -1.363], [-31.842, -1.565, 1.681], [-34.832, -11.773, 3.241], [-27.749, -2.529, 5.049], [-26.783, -9.515, -2.474], [-26.228, -6.301, 1.873], [-27.839, -5.601, -1.151], [-24.604, -16.328, 3.086], [-33.932, -12.854, 2.225], [-26.458, -11.863, 2.904], [-30.522, 0.205, -4.884], [-30.251, -10.214, -0.615]], "forces_ev_per_angstrom": [[-0.37, 0.17, 0.02], [-0.03, -0.37, 0.34], [0.64, -0.30, 1.12], [0.59, 1.15, 1.76], [-0.26, 0.44, 0.40], [2.21, -0.45, -0.62], [0.15, -0.86, 2.38], [0.91, -0.08, 0.06], [-1.13, -1.20, 2.15], [-0.01, 0.72, 0.96], [-0.71, 2.15, -0.35], [0.32, 0.22, -0.21], [-0.93, 0.36, -0.75], [0.03, -0.67, 0.82], [-2.40, -0.22, 1.45], [-0.56, -0.11, -0.81], [-0.47, 1.05, -0.69], [2.04, 0.25, -2.07], [-0.65, 1.70, 1.07], [0.10, -0.12, -2.13], [0.77, -0.15, 0.49], [0.13, 0.13, 1.55], [0.86, 0.43, 0.26], [1.29, -0.06, 0.83], [0.09, -0.05, -0.43], [0.22, 1.87, -2.14], [-1.05, 0.20, 0.24], [0.24, -1.19, -1.33], [1.50, 0.77, -1.58], [0.52, -0.06, 0.27], [0.55, -1.03, 0.29], [1.32, 0.86, 1.12], [2.18, 1.28, 0.62], [-1.59, 0.23, -2.24], [-0.23, -0.07, -0.26], [-1.04, -1.87, 0.39], [0.04, -0.67, 1.11], [0.00, -0.85, 0.43], [0.60, 0.70, -1.15], [0.34, -1.32, 0.69], [-3.23, -0.30, -0.43], [-0.94, 1.02, -1.00], [-1.08, 0.31, -2.05], [0.33, -1.20, 0.13], [-0.35, 0.99, 1.41], [-0.77, -0.01, 0.64], [0.31, -1.30, 0.30], [-0.03, -0.59, -0.92], [0.29, 2.67, -0.28], [-0.16, -2.47, 0.74], [1.11, -1.07, 1.09], [0.60, 0.41, 1.11], [-2.43, 1.41, -0.27], [-0.74, -1.74, 0.98], [-0.99, -0.70, 0.22], [0.45, -0.12, 0.07], [-0.40, 0.05, 0.61], [-0.95, -0.44, 0.33], [-0.63, 0.23, 0.73], [0.90, 1.96, 0.42], [-0.60, 0.12, 1.31], [0.00, 1.14, -0.82], [0.92, -2.22, -1.20], [0.77, -0.63, -1.17], [-0.44, -0.21, -2.09], [-0.24, 0.10, -0.52], [0.80, -0.88, -1.13], [0.35, 0.99, 0.53], [-0.19, -0.12, -0.44], [-0.48, -0.73, -0.73], [0.80, -0.55, 0.30], [-0.65, 0.31, 1.19], [0.61, 0.41, -0.36], [1.86, -0.86, -1.03], [0.16, -0.92, -0.91], [1.26, -0.45, 0.50], [-1.06, -0.46, 0.03], [1.00, -0.23, -0.28], [-0.72, -0.82, 0.97], [-0.32, -1.33, -0.67], [0.15, -0.21, -0.60], [1.81, -0.05, 1.15], [-1.88, 0.57, -1.03], [0.00, 1.00, -0.55], [-0.59, 0.36, 1.20], [0.12, -0.57, 1.02], [-1.39, 0.54, 0.51], [-0.16, -0.65, -0.91], [-0.27, -1.36, -0.73], [0.71, -1.81, 0.28], [-0.51, -1.47, -0.59], [-0.21, -0.30, -0.08], [-0.32, -0.17, 0.29], [-0.06, 0.13, -0.27], [-0.79, 0.34, 0.27], [0.51, -0.21, 0.09], [0.23, -0.14, 0.00], [0.48, -0.80, -0.05], [0.20, 0.72, -0.65], [0.10, -0.35, -0.71], [0.42, 0.34, -0.23], [-0.38, 0.50, 0.13], [-0.97, 0.66, -0.26], [-0.14, 0.10, -0.11], [-0.22, 0.03, 0.27], [0.08, -0.19, -0.03], [-0.55, 0.29, -0.28], [-0.48, -0.91, -0.51], [-0.46, 0.07, 0.06], [0.20, 0.10, 0.09], [0.02, 0.17, 0.17], [0.10, -0.13, -0.41], [0.18, 0.16, -0.02], [-0.31, -0.21, -0.18], [-0.34, -0.70, -1.14], [0.84, 0.88, 0.29], [-0.10, 0.20, 0.10], [0.28, 0.14, 0.04], [-0.03, 0.57, -1.96], [0.15, 0.00, 0.16], [0.43, -0.72, 0.88], [0.06, 0.48, 0.50], [-0.06, -0.23, -0.48], [-0.18, -0.17, 1.28], [-0.15, -0.02, -0.26], [0.38, 0.11, 1.04], [0.27, -0.24, -0.26], [0.20, 0.10, 0.28], [0.03, -0.31, 0.65], [0.70, 1.26, -0.24], [-0.62, -0.21, -0.31], [0.84, -0.14, 0.37], [0.09, -0.64, 0.17], [-0.27, 0.82, -0.03], [0.67, -0.45, 0.16], [0.55, 0.34, -0.80], [0.32, -0.26, -0.38], [0.25, 0.06, 0.26], [-0.15, 0.26, -0.27], [0.31, 0.81, 0.40], [-0.10, 0.44, 0.15], [0.13, 0.62, 0.29], [-0.01, 0.54, -0.04], [0.17, 0.56, 0.13], [-0.62, 0.12, 0.22], [0.55, -0.10, 0.22], [0.04, 0.33, 0.63], [-0.47, 0.03, 0.27], [-0.47, -0.08, 0.00], [-0.76, -0.72, -0.81], [-0.46, 0.00, 0.35], [-0.31, 1.08, -0.36], [0.22, -0.64, 1.34], [-0.15, 0.63, -1.13], [-0.66, -0.66, 0.41], [0.56, -0.19, 0.17], [0.35, 0.21, -0.04], [0.18, -0.09, 0.21], [0.33, 0.37, 0.26], [0.33, 0.26, 0.48], [0.42, 0.52, 0.05], [-0.56, 0.54, -0.49], [-0.22, -0.71, 0.29], [-0.18, -0.47, -0.72], [0.03, 0.70, -0.81], [0.34, 0.33, 0.00], [-0.67, -0.56, -0.31], [-0.13, -0.14, 0.36], [-0.02, -0.20, -0.32], [-0.03, 0.34, 0.51], [-0.51, 0.56, -0.30], [0.20, -0.50, -0.24], [0.24, 0.00, -0.45], [0.37, 0.90, -0.39], [0.05, 0.75, -0.16], [0.92, 0.32, 0.13], [-0.15, -0.10, 0.03], [-0.35, 0.20, -0.54], [0.19, -0.16, -0.27], [0.82, 0.80, 0.47], [0.02, -0.09, -0.40], [-0.17, -0.32, 0.42], [-0.32, -0.14, -0.69], [-0.08, 0.07, -0.15], [-0.20, -0.10, -0.10], [0.49, -0.01, -0.63], [-0.07, 1.28, -0.42], [-0.42, 0.45, -0.21], [0.11, -0.09, -0.11], [0.21, 0.35, 0.21], [0.41, -0.14, 0.26], [1.38, -0.19, -0.42], [0.07, -0.21, 0.17], [0.01, 0.39, -0.40], [0.61, -0.05, -0.47], [-0.27, -0.23, 0.19], [0.03, -0.30, -0.36], [0.03, -0.16, 0.75], [-0.31, -0.09, -0.39], [0.48, 0.27, 0.10], [0.04, -0.54, 0.39], [-0.15, 0.56, -0.11], [-0.94, 0.51, -0.25], [0.20, -0.06, 0.25], [0.86, 0.34, 0.65], [-0.64, -0.12, -0.09], [0.42, -0.40, 0.46], [-0.25, 0.43, 0.57], [0.19, -0.55, 0.57], [0.19, -0.13, 0.10], [-0.38, 0.04, -0.39], [0.17, 0.12, 0.34], [-0.15, 0.20, -0.33], [0.08, -0.25, 0.29], [-0.10, 0.60, -0.62], [-0.21, -0.52, 0.28], [-0.58, -0.32, 0.63], [0.43, 0.69, -0.28], [-0.61, -0.40, -0.25], [-0.39, 0.10, -0.95], [-0.45, -0.28, 0.83], [-0.18, 0.46, -0.52], [0.08, 0.07, 0.61], [-0.36, 0.41, -0.61], [0.41, -0.16, 0.76], [0.66, -0.04, 0.20], [0.76, 0.09, -0.56], [-0.62, 0.16, 0.61], [-0.52, -0.40, -0.61], [0.24, -0.10, 0.13], [-0.19, -0.31, -0.58], [-0.22, 0.89, 0.55], [0.29, -0.26, 0.00], [-0.22, -1.44, -0.96], [0.86, 0.06, 0.69], [0.65, -1.22, 0.90], [0.48, 0.02, 0.36], [0.11, 0.46, -0.23], [0.08, 0.57, -0.03], [0.45, 0.60, -0.13], [-0.11, 0.42, -0.52], [-1.20, 0.02, 0.94], [0.32, -0.36, -0.47], [-0.81, -0.66, 0.14], [-0.55, -0.30, 0.51], [0.20, -0.14, 0.16], [0.36, 0.43, 0.02], [0.27, -0.09, -0.05], [-0.56, 0.08, 0.19], [-0.16, -0.30, 0.06], [-0.34, 0.41, -0.11], [0.11, -0.08, -0.48], [-0.73, 0.19, 0.54], [0.04, 0.22, 0.92], [0.05, -0.60, -0.67], [0.24, 0.86, 0.54], [-0.26, 0.49, -0.61], [-0.35, -0.28, 0.16]], "lowdin_charge": [-0.058, -0.070, -0.051, -0.074, -0.041, -0.041, -0.029, -0.067, -0.039, -0.015, -0.078, -0.033, -0.046, -0.102, -0.094, -0.078, -0.055, -0.106, -0.079, -0.139, -0.008, -0.152, -0.025, -0.028, -0.158, -0.065, -0.527, -0.133, -0.044, -0.036, -0.117, -0.162, -0.063, -0.499, -0.039, -0.458, -0.511, -0.050, -0.054, -0.039, -0.038, -0.050, -0.156, -0.514, -0.485, -0.194, -0.475, 0.012, 0.002, -0.065, -0.568, -0.467, -0.042, -0.010, -0.533, -0.511, -0.474, -0.048, -0.055, -0.017, -0.047, -0.438, -0.045, -0.028, -0.046, -0.129, -0.460, -0.505, -0.061, -0.016, -0.134, -0.479, -0.129, -0.435, -0.041, -0.143, -0.104, -0.058, -0.162, -0.451, -0.515, -0.031, -0.060, -0.040, -0.032, -0.039, -0.010, -0.115, -0.046, -0.055, -0.029, 0.064, 0.084, 0.066, 0.097, 0.112, 0.103, 0.065, 0.054, 0.134, 0.073, 0.110, 0.050, 0.073, 0.076, 0.088, 0.078, 0.111, 0.096, 0.080, 0.104, 0.101, 0.059, 0.126, 0.083, 0.057, 0.080, 0.054, 0.069, 0.047, 0.098, 0.053, 0.036, 0.042, 0.138, 0.094, 0.074, 0.068, 0.118, 0.072, 0.072, 0.096, 0.087, 0.106, 0.053, 0.051, 0.090, 0.066, 0.119, 0.124, 0.077, 0.105, 0.074, 0.089, 0.131, 0.057, 0.078, 0.056, 0.073, 0.104, 0.094, 0.100, 0.088, 0.067, 0.037, 0.143, 0.085, 0.059, 0.085, 0.094, 0.086, 0.088, 0.069, 0.106, 0.124, 0.057, 0.067, 0.074, 0.119, 0.058, 0.066, 0.044, 0.112, 0.057, 0.093, 0.086, 0.064, 0.081, 0.096, 0.071, 0.074, 0.081, 0.074, 0.066, 0.086, 0.102, 0.108, 0.071, 0.066, 0.062, 0.120, 0.074, 0.140, 0.084, 0.082, 0.034, 0.117, 0.118, 0.093, 0.098, 0.080, 0.040, 0.057, 0.080, 0.072, 0.078, 0.082, 0.090, 0.091, 0.127, 0.066, 0.100, 0.077, 0.104, 0.110, 0.085, 0.087, 0.081, 0.097, 0.092, 0.046, 0.074, 0.084, 0.106, 0.101, 0.090, 0.099, 0.075, 0.039, 0.061, 0.118, 0.101, 0.084, 0.038, 0.099, 0.125, 0.073, 0.129, 0.075, 0.108, 0.100, 0.064, 0.107, 0.097, 0.120, 0.112, 0.061, 0.095, 0.073, 0.086, 0.102, 0.032, 0.041, 0.088, 0.070, 0.103, 0.072, 0.076], "charge": 0, "homo_ev": -8.46, "e_above_lowest_ev": 2.8011, "orbital_gap_ev": 8.8, "lumo_energy_ev": 0.29, "largest_force_ev_per_a": 3.272}